Molecular formula: C17H18N4O
Method: DFT, ωB97M-V with the def2-TZVPD basis set

Geometry (Å):
H -0.56452 -2.52857 3.82238
N 0.14542 -2.31682 3.06725
C 0.19238 -1.41383 2.08158
O -0.91106 -0.68925 1.97744
C -0.57612 0.29658 0.94318
C -1.65095 1.18896 0.41373
C -1.54332 1.75140 -0.82216
C -2.54542 2.62529 -1.46653
C -3.70192 2.92714 -0.65284
C -4.67093 3.94054 -1.27712
C -4.14810 5.26972 -1.64891
C -3.81785 2.36126 0.67638
C -2.77039 1.58643 1.07634
C 0.64955 0.02259 0.38629
N 1.17043 -1.05394 1.17823
C 2.19274 -1.88368 0.83749
N 3.10920 -1.34941 -0.01083
C 4.13469 -2.02740 -0.35865
C 5.19768 -1.43898 -1.25369
C 4.25952 -3.36536 -0.02198
C 3.23073 -3.91794 0.67693
C 2.89270 -5.32779 0.76890
N 2.19448 -3.18568 1.04808
H -0.73822 1.35186 -1.40394
H -2.52106 2.93220 -2.54250
H -5.53549 4.13969 -0.67996
H -4.97909 3.42919 -2.21049
H -3.79853 5.82838 -0.76461
H -3.27479 5.18317 -2.35512
H -4.92160 5.94493 -2.13052
H -4.68490 2.58227 1.26038
H -2.90885 1.31832 2.05762
H 1.27618 0.58167 -0.34228
H 4.72871 -0.64247 -1.84552
H 5.97047 -0.88146 -0.68934
H 5.65119 -2.18630 -1.91396
H 4.90984 -4.14241 -0.36106
H 3.26258 -5.91322 -0.04578
H 3.22430 -5.59264 1.86330
H 1.87031 -5.40448 0.66227

Computed properties:
LUMO   0.43 eV
Relative energy (zero: lowest compared OMol25 entry of this formula, charge and spin)   472.8 kJ/mol
E_HOMO   -7.8 eV
Gap between HOMO and LUMO   8.21 eV
Total energy   -25925.86182 eV
Net charge   0
Largest force on an atom   8.51 eV/A
Structure (SMILES)   [H]/N=c1\oc(-c2ccc(CC)cc2)cn1-c1nc(C)cc(C)n1

Atomic partial charges in e from the natural (NBO) method, atoms 1 to 8: atom 1 (H): 0.4002, atom 2 (N): -0.8079, atom 3 (C): 0.6994, atom 4 (O): -0.4368, atom 5 (C): 0.2358, atom 6 (C): -0.0556, atom 7 (C): -0.1626, atom 8 (C): -0.2441